DFT (ωB97M-V/def2-TZVPD) results for a 2-piece molecular cluster, C4H7NO overall.

Each line ends with the Löwdin charge.
Cartesian coordinates (Å):
O 1.505 1.072 0.181  -0.03
N -1.028 -0.394 1.259  0.19
C 0.827 0.143 -0.607  -0.32
C -1.680 -0.727 0.233  -0.04
C -0.281 -0.625 -0.023  -0.39
C 0.969 -1.361 -0.309  -0.02
H -2.703 -0.955 -0.045  0.11
H -0.989 2.333 0.506  0.02
H 1.000 -2.052 -1.149  0.10
H -1.207 2.822 -0.010  0.04
H 0.813 0.453 -1.650  0.14
H 1.138 1.022 1.074  0.08
H 1.602 -1.628 0.535  0.11

Values from the calculation:
- HOMO energy (eV) = -9.58
- Kohn-Sham gap (eV) = 10.580
- structure (SMILES) = O[C@H]1C[C@]12C=N2.[H][H]
- LUMO level (eV) = 1.0